The following is a DFT calculation (ωB97M-V/def2-TZVPD) of a structure of composition C3H3IrO3 at a distorted geometry.

Lowest unoccupied orbital energy (spin up / spin down) (Eh): -0.740 / -0.876
Kohn-Sham gap (spin up / spin down) (eV): 10.62 / 6.10
Total charge: +4
Multiplicity: 5
Highest occupied orbital energy (spin up / spin down) (eV): -30.767 / -29.922
Electronic energy (hartree): -443.70074

Element x y z (Å)
C 1.5441 0.8427 -1.8993
C 1.6184 1.8574 -1.1129
O 1.6136 0.0133 -2.7883
H 0.8981 2.6735 -1.2345
H 2.4120 1.8919 -0.3592
H 1.0475 -0.7858 -2.6893
O -0.1542 0.9000 1.0525
C -0.5660 -0.1494 0.8395
Ir -2.1045 -2.7317 0.5263
O -1.0705 -1.2047 0.7733

Atomic forces in eV per Å
0.83 -4.85 -5.89
0.44 3.13 2.15
-0.06 3.02 3.01
-0.36 0.76 0.05
0.55 0.28 0.59
-0.23 -1.36 -0.94
-0.09 -1.49 -1.01
0.19 3.00 2.12
-3.17 -4.32 -0.05
1.89 1.83 -0.04



The following is a DFT calculation (ωB97M-V/def2-TZVPD) of a cluster of 2 separate species, C6H14N2O2 in total at a distorted geometry.

Lowest unoccupied orbital energy (Eh): 0.026
SMILES string: CNC(C)=O.CNC(C)=O
Kohn-Sham gap (eV): 10.18
Highest occupied orbital energy (eV): -9.466
Electronic energy (hartree): -496.97073

Element x y z (Å)
C -1.3965 2.5006 -0.7690
C -2.2837 -0.8557 1.0301
C -1.8767 1.0616 -0.4855
O -1.8745 0.2614 -1.3543
N -2.2553 0.6274 0.8126
H -2.2809 3.1737 -0.9051
H -2.8397 1.0752 1.4736
H -1.3103 -1.2393 0.7251
H -0.8100 2.9244 -0.0376
H -0.8080 2.3733 -1.5944
H -2.5795 -1.0683 2.1025
H -3.1616 -1.2982 0.5268
C 2.0076 0.9336 1.2186
C 1.3240 -2.3511 -0.9044
C 2.0541 -1.1168 -0.2161
O 3.2720 -0.8830 -0.1445
N 1.2643 -0.2590 0.4728
H 0.2429 -0.1596 0.3899
H 3.0317 1.0351 0.8440
H 2.0652 -3.1633 -0.9935
H 1.5243 1.8374 1.1018
H 2.0939 0.6916 2.3237
H 0.4929 -2.8116 -0.3932
H 1.1227 -2.0093 -1.8143

Atomic forces in eV per Å
-3.56 -0.88 1.06
-1.70 0.99 0.65
-0.84 1.66 2.78
0.52 -1.83 -2.07
1.07 -1.43 -0.56
0.78 -0.58 -0.27
-0.10 1.30 0.15
-0.50 -0.55 0.19
1.19 0.74 2.06
1.14 0.12 -2.52
1.12 0.47 -0.92
0.83 -0.10 -0.54
0.40 -3.72 0.54
3.19 -0.48 3.78
0.76 -0.22 1.19
-1.32 -1.74 -1.23
0.09 2.93 1.41
1.11 -0.39 -0.10
-0.52 -0.31 -0.12
-0.07 0.51 -0.05
-1.47 1.70 -0.39
-0.28 0.14 -1.32
-0.46 0.60 0.29
-1.37 1.07 -4.02



The following is a DFT calculation (ωB97M-V/def2-TZVPD) of an isolated molecule of C9H7N3O2S at a distorted geometry.

Lowest unoccupied orbital energy (spin up / spin down) (Eh): -0.013 / -0.066
Kohn-Sham gap (spin up / spin down) (eV): 6.17 / 7.58
Multiplicity: 3
Highest occupied orbital energy (spin up / spin down) (eV): -6.533 / -9.371
Electronic energy (hartree): -1059.78983

Element x y z (Å)
C -0.8232 2.9759 -0.0548
C -2.1700 2.6849 -0.2782
C 0.1672 1.9634 0.1329
C -2.5396 1.3670 -0.4836
C -0.2204 0.5973 0.0245
C -1.5616 0.3757 -0.2623
C 1.2793 -1.4111 -0.8696
C 2.1015 -2.3634 -0.4064
C 0.7835 -0.4943 0.2066
N 1.1948 -0.6968 1.3822
N 3.8249 -2.7448 1.4246
N -2.0588 -1.0141 -0.2812
O -3.2182 -1.1246 -0.5021
O -1.2957 -1.9113 -0.0572
S 2.2298 -2.3726 1.3685
H -0.6029 4.1108 -0.0001
H -2.7871 3.6150 -0.4780
H 1.1950 2.0724 0.3509
H -3.4951 1.0964 -0.6975
H 0.9370 -1.1129 -1.8233
H 2.6635 -3.0607 -0.9211
H 4.3959 -2.5521 2.2253

Atomic forces in eV per Å
1.49 1.10 0.80
0.46 1.19 -1.18
-2.42 -0.59 -0.58
3.07 0.68 1.39
0.12 1.71 -0.45
-0.32 0.05 -0.14
-0.47 0.94 1.68
-1.11 1.58 1.19
0.53 -0.97 -0.71
-1.07 -0.10 1.64
0.63 -1.60 -1.44
0.90 1.38 0.00
-2.37 -0.87 -0.46
0.52 -0.99 0.21
0.52 1.66 -0.73
0.16 -2.20 0.03
0.24 -1.73 0.38
0.85 0.89 0.15
-2.49 -0.79 -0.58
0.11 -0.54 -1.22
0.95 -1.29 -0.93
-0.29 0.50 0.92



The following is a DFT calculation (ωB97M-V/def2-TZVPD) of a structure of composition CH5AlN2O2 at a distorted geometry.

Lowest unoccupied orbital energy (Eh): -0.541
Kohn-Sham gap (eV): 4.86
Total charge: +2
Highest occupied orbital energy (eV): -19.572
Electronic energy (hartree): -542.66792

Element x y z (Å)
Al -1.1477 2.9087 1.7066
O 1.1956 1.3230 1.4652
H 2.1344 1.2033 1.1825
C -0.5908 -0.2722 -0.4363
O -1.3537 0.6083 -0.0484
N -0.8629 -1.1081 -1.4894
N 0.5892 -0.6107 0.2716
H -1.7645 -0.9979 -1.9489
H -0.2349 -1.8682 -1.7071
H 0.7009 -0.0418 1.1867
H 1.3344 -1.1443 -0.1826

Atomic forces in eV per Å
0.06 -0.18 -0.12
-0.45 -1.68 -1.70
0.03 0.62 0.41
-1.52 0.23 -0.89
1.03 -0.46 0.12
1.00 1.17 1.35
-0.24 1.36 0.51
0.08 -0.26 0.06
-0.29 -0.23 -0.32
0.07 -0.61 0.35
0.23 0.02 0.21



The following is a DFT calculation (ωB97M-V/def2-TZVPD) of a structure of composition C5H7NO.

Lowest unoccupied orbital energy (Eh): 0.015
Kohn-Sham gap (eV): 8.27
Highest occupied orbital energy (eV): -7.863
Electronic energy (hartree): -324.57332

Element x y z (Å)
C 1.1251 -0.0274 -1.5053
N 0.1976 0.2152 -0.4148
C -0.2848 1.4577 -0.0069
C -1.1772 1.3843 1.0496
C -1.0948 -0.0957 1.3592
C -0.2759 -0.7279 0.3982
O 0.0801 -2.0137 0.1914
H 0.8792 -0.9709 -1.9953
H 2.1533 -0.0726 -1.1364
H 1.0333 0.7913 -2.2208
H 0.0398 2.3223 -0.5754
H -0.4907 0.7288 2.0296
H -1.7614 -0.6188 2.0381
H -0.3956 -2.5666 0.8238

Atomic forces in eV per Å
0.08 0.00 -0.12
-0.13 -0.14 0.23
-0.03 0.17 -0.03
0.16 -0.03 -0.29
-0.19 -0.32 0.03
0.04 0.42 -0.02
-0.13 -0.09 0.12
0.03 0.12 0.06
-0.13 0.00 -0.04
0.02 -0.12 0.10
-0.07 -0.13 0.10
0.14 -0.01 0.07
0.12 0.08 -0.10
0.09 0.04 -0.11



The following is a DFT calculation (ωB97M-V/def2-TZVPD) of a cluster of 2 separate species, CH2Cl2FPS in total at a distorted geometry.

Lowest unoccupied orbital energy (spin up / spin down) (Eh): -0.111 / -0.011
Kohn-Sham gap (spin up / spin down) (eV): 5.93 / 9.37
Highest occupied orbital energy (spin up / spin down) (eV): -8.941 / -9.670
Electronic energy (hartree): -1799.02749

Element x y z (Å)
C 1.3477 -0.8496 -0.9873
F 0.4092 -1.4510 -1.7844
P -0.9662 0.8053 0.6230
S -2.9012 0.1921 0.3389
Cl -1.0015 2.8480 0.9792
Cl -0.3583 0.2281 2.4507
H 1.4630 -1.4713 -0.0041
H 2.0073 -0.3016 -1.6161

Atomic forces in eV per Å
-1.82 -2.41 1.24
0.50 0.45 0.64
-2.06 0.12 -0.40
1.80 0.45 0.11
0.11 -0.27 -0.32
0.32 -0.42 0.47
0.29 1.64 -2.02
0.85 0.43 0.28